# C4H5BrO

A structure of composition C4H5BrO (ωB97M-V/def2-TZVPD, OMol25).

ORCA input file:
```
! RIJCOSX wB97M-V def2-TZVPD def2/J DEFGRID3
* xyz 0 1
C 1.10 2.36 0.15
Br -2.28 0.41 0.19
H -1.51 -2.60 0.47
C 0.96 1.23 -0.21
H 1.24 3.35 0.46
O -0.99 -2.06 -0.13
H 1.54 -0.80 -0.39
H -0.44 -0.78 1.41
C 0.76 -0.10 -0.65
H 0.41 -0.19 -1.67
C -0.77 -0.82 0.37
*
```

Its largest force on an atom is 4.38 eV/Å. As for the relative energy (zero: lowest compared OMol25 entry of this formula, charge and spin): 2.277 eV. The value obtained for the HOMO-LUMO gap is 0.3637 hartree.

=====

# C10H18Cl2HfO

A structure of composition C10H18Cl2HfO (ωB97M-V/def2-TZVPD, OMol25).

ORCA input file:
```
! RIJCOSX wB97M-V def2-TZVPD def2/J DEFGRID3
* xyz 0 1
C -1.55 0.73 -1.26
H 3.00 -0.50 -1.78
H 1.09 1.31 -2.41
C -1.89 -0.14 -2.49
C -0.25 0.03 3.22
C 0.65 -0.76 4.09
H 0.71 -1.81 3.76
Hf 1.31 -0.34 0.41
Cl 1.14 -2.63 0.13
H -1.00 -1.18 -4.16
C -0.74 -0.38 -3.46
H -2.72 0.34 -3.03
H -2.15 0.37 -0.41
O -0.01 0.12 1.97
H -1.43 0.59 4.86
Cl 3.14 0.26 1.78
H 0.43 -1.66 -2.14
C 2.47 0.22 -1.15
H 1.67 -0.35 4.09
C 0.55 -0.74 -2.72
H -1.42 1.79 3.54
C 0.92 0.43 -1.76
H -2.27 -1.11 -2.14
C -0.09 0.80 -0.85
H 0.11 1.75 -0.32
H 2.96 1.20 -1.13
C -1.43 0.72 3.77
H 0.26 -0.74 5.11
H -1.90 1.76 -1.44
H -2.36 0.29 3.38
H 1.37 -0.91 -3.43
H -0.57 0.53 -4.05
*
```

Its largest force on an atom is 5.87 eV/Å. As for the relative energy (zero: lowest compared OMol25 entry of this formula, charge and spin): 0.565 eV. The value obtained for the HOMO-LUMO gap is 0.2234 hartree.

=====

# C46H77F3N9O7S5

A cluster of 15 separate species, C46H77F3N9O7S5 in total (ωB97M-V/def2-TZVPD, OMol25).

ORCA input file:
```
! RIJCOSX wB97M-V def2-TZVPD def2/J DEFGRID3
* xyz -1 1
H -0.03 -6.54 -1.88
C 0.77 -6.33 0.14
H -1.56 -1.80 -1.16
C 4.00 -0.23 -3.64
C 1.20 7.81 1.13
C -3.52 -0.21 1.34
H -1.04 -1.66 5.09
H -0.33 1.61 7.47
H 3.66 3.31 -2.97
H -1.07 -3.22 -6.23
S -0.02 -4.74 -4.66
H -2.54 -1.64 4.04
H -4.08 -4.01 3.41
H 1.14 -2.62 -3.76
C -3.78 4.98 0.62
H 1.50 -2.43 3.84
H 3.24 -3.30 -3.01
O 6.13 1.33 -3.43
C -3.21 -0.90 -5.51
H -2.65 -0.25 2.00
O 2.39 3.41 5.68
H -0.34 -4.53 -7.09
C 3.53 -2.53 -0.97
C -3.24 -0.92 -4.10
H -0.62 2.46 3.41
H -1.41 -2.17 1.56
O -4.58 -7.55 3.06
N -0.26 2.94 -3.34
C -1.14 -2.86 0.76
C -1.39 -3.37 4.04
C 3.87 -3.20 -2.14
C 1.74 -2.00 2.87
C -1.92 -2.20 4.75
H 0.81 -3.85 -2.58
C -0.81 1.55 6.51
H -3.73 -1.21 0.98
H 4.67 -1.01 -4.00
H 3.07 -0.37 -4.19
H 2.57 -6.09 -2.57
C 0.80 -6.35 -1.21
H 0.16 -2.53 -0.88
H 0.72 -3.28 -6.40
F 0.43 1.89 1.13
H -1.05 1.86 -4.99
S 3.30 3.72 4.40
N -1.97 -0.63 -3.70
N 2.51 6.79 -0.47
H 2.04 4.74 0.00
C 2.44 3.18 2.87
H -2.11 2.54 -0.61
C -1.65 4.32 0.54
H -2.53 0.19 6.41
O -5.03 -0.12 3.60
C -1.10 -0.65 -4.79
C -3.68 3.84 -0.21
H 3.19 6.67 -1.21
C -0.72 -2.03 -0.49
H 0.73 5.68 -4.83
H 2.62 2.16 2.52
C 0.13 0.43 -0.71
H 0.44 5.84 1.86
C -2.02 1.22 4.60
C -1.85 0.88 5.94
H -3.34 0.49 0.52
H -3.42 2.43 2.27
C 5.25 -3.47 -2.03
C 5.72 -2.92 -0.91
N -0.16 2.19 5.46
H 2.51 1.91 -2.91
C 0.32 4.74 -4.48
C 2.79 -5.76 -0.51
H -0.41 4.06 -6.43
H -2.54 -2.51 5.59
C 3.54 2.24 -2.86
C -0.94 1.99 4.32
H -1.62 -1.01 -6.97
O -0.16 -0.79 0.06
H -0.46 -2.82 -3.17
F 1.54 2.43 -0.56
N 1.99 -5.90 0.60
H -5.64 -4.61 3.80
H -4.65 -4.61 1.29
H 3.24 6.11 4.87
H 0.70 2.71 5.54
H -4.07 -0.84 -6.16
H -3.82 -5.86 0.28
H -4.09 -0.82 -3.44
S -4.95 0.64 2.26
C 2.10 -6.09 -1.60
C 0.42 -3.39 -3.48
H 0.81 -0.01 -1.44
N -2.39 3.40 -0.17
N 4.71 -2.45 -0.18
C -2.54 5.24 1.11
O -0.99 0.87 -1.38
F 2.08 0.80 0.51
C 0.29 4.12 -3.23
H 1.20 -1.09 2.62
H -4.38 2.30 3.87
H -0.60 4.09 0.65
H 6.74 -2.85 -0.56
H 5.82 -3.94 -2.82
S 4.72 1.42 -4.04
N 4.31 -1.53 2.65
H 2.67 3.84 2.03
S -3.90 -6.26 2.71
H -0.44 2.20 -2.67
N -1.06 -4.35 3.49
H 4.82 -2.03 0.73
C -4.37 2.26 2.78
C 3.18 -1.74 2.77
C 1.01 1.40 0.10
H -4.69 5.52 0.81
H 2.19 -5.76 1.58
C -0.31 3.95 -5.36
H 3.70 -0.31 -2.59
H 1.51 -2.64 2.02
H -1.68 -0.34 -2.78
C 2.02 8.00 0.07
C -1.89 -0.96 -5.93
C -4.51 -5.67 1.10
H -4.96 3.14 2.51
H 1.37 3.28 3.01
H 3.89 2.29 -1.83
H 3.83 -5.51 -0.35
H -0.04 -6.47 0.83
C -0.64 2.81 -4.66
H -5.53 -6.03 0.97
H -2.08 -3.40 0.66
H 2.35 8.92 -0.37
C -0.19 -3.87 -6.24
H -4.33 -5.17 4.84
H 1.79 5.58 4.19
H 3.30 5.87 3.15
H 2.68 -1.92 -0.71
H -4.56 3.50 -0.75
C 1.12 6.38 1.20
C 1.90 5.78 0.24
H 0.73 8.57 1.74
C -4.59 -4.89 3.81
H 0.64 4.37 -2.24
C 2.87 5.48 4.07
H -2.26 6.13 1.65
H -0.04 -0.45 -4.72
H -2.72 0.80 3.90
O 1.21 -5.64 -4.70
H -0.40 -3.56 1.16
*
```

Its largest force on an atom is 4.59 eV/Å. As for the relative energy (zero: lowest compared OMol25 entry of this formula, charge and spin): 4.672 eV. The value obtained for the HOMO-LUMO gap is 0.2831 hartree.